No. 1
A molecular structure, C10H13FN2ReS5SbSi. Source: the Open Molecules 2025 dataset; level of theory: ωB97M-V/def2-TZVPD.

The geometry in ORCA input format:
```
! RIJCOSX wB97M-V def2-TZVPD def2/J DEFGRID3
* xyz 2 1
Re 1.4347 0.5291 -0.5318
C 0.3117 -2.8856 1.3912
Si -0.5206 -1.2560 1.5454
C -0.1317 -0.5096 3.1514
C -2.3995 -1.4266 1.6686
N -0.1212 -0.3224 -0.0343
C -0.8300 0.2018 -1.1656
C -0.9724 -0.3764 -2.4251
C -1.6303 0.1995 -3.4660
C -2.1753 1.4899 -3.2962
C -2.2211 2.0411 -2.0524
C -1.5184 1.3849 -1.0333
F -1.4938 1.8580 0.1777
H 1.0690 -2.6435 0.7282
H -0.4372 -3.4471 0.9236
H 0.7959 -3.4411 2.2826
H -0.7805 -1.2140 3.6566
H -0.5175 0.4545 3.3953
H 0.7883 -0.6910 3.6379
H -2.8569 -1.7340 0.7382
H -2.9342 -0.5748 2.0938
H -2.5871 -2.2246 2.4317
H -0.5408 -1.3658 -2.5057
H -1.7195 -0.2911 -4.4253
H -2.5664 2.0815 -4.0796
H -2.5814 3.0503 -1.8303
S 6.7747 1.4218 1.9235
Sb 4.2202 1.1101 1.9526
S 1.6112 2.3256 0.6948
S 3.1604 -0.7565 -0.0102
S 5.5214 0.5623 3.7279
S 2.1081 3.2406 -4.0075
C 1.9295 2.1132 -3.0038
N 1.8105 1.0960 -2.2537
*
```

HOMO energy: -15.0955 eV
Kohn-Sham gap: 5.8 eV

Mulliken atomic charge list, values in e, 8 entries: atom 1 (Re): 0.82, atom 2 (C): -0.96, atom 3 (Si): 0.28, atom 4 (C): -1.11, atom 5 (C): -1.23, atom 6 (N): 0.43, atom 7 (C): -0.79, atom 8 (C): 0.09

=====

No. 2
A gas-phase ion, C10H13N2 (charge +1). Source: the Open Molecules 2025 dataset; level of theory: ωB97M-V/def2-TZVPD.

The geometry in ORCA input format:
```
! RIJCOSX wB97M-V def2-TZVPD def2/J DEFGRID3
* xyz 1 1
C 2.7256 -1.5412 0.3043
C 3.2331 -0.2630 0.2803
C 1.4366 -1.8329 -0.0395
C 2.3545 0.7409 -0.0990
C 0.4498 -0.8323 -0.3954
C 1.0546 0.3770 -0.2178
C -2.0289 -0.4845 -0.1548
C 2.8216 2.1412 -0.2562
C -2.9653 -1.2653 0.6968
C -3.1717 1.6253 -0.2702
N -0.8283 -1.2184 -0.5327
N -2.2163 0.6776 -0.5724
H 3.5276 -2.2190 0.3816
H 4.2672 -0.0855 0.3570
H 0.9963 -2.7984 -0.1029
H 3.9156 2.0551 -0.2962
H 2.4542 2.8220 -1.1310
H 2.4466 2.7695 0.5525
H -3.6987 -0.6095 1.1174
H -3.3490 -2.0865 0.0765
H -2.4058 -1.7454 1.5943
H -3.7978 1.3423 0.5524
H -2.6420 2.5734 -0.1173
H -3.6982 2.0345 -1.1234
H -0.8814 -2.1770 -0.6042
*
```

HOMO energy (spin up / spin down): -12.6627 / -12.6625 eV
Kohn-Sham gap (spin up / spin down): 5.9 / 5.9 eV

Mulliken atomic charge list, values in e, 8 entries: atom 1 (C): -0.68, atom 2 (C): -0.58, atom 3 (C): -0.49, atom 4 (C): 0.52, atom 5 (C): 0.68, atom 6 (C): 0.56, atom 7 (C): 0.60, atom 8 (C): -1.30

=====

No. 3
A gas-phase ion, C10H13N2O (charge +1). Source: the Open Molecules 2025 dataset; level of theory: ωB97M-V/def2-TZVPD.

The geometry in ORCA input format:
```
! RIJCOSX wB97M-V def2-TZVPD def2/J DEFGRID3
* xyz 1 1
C -3.1423 0.3248 0.5808
C -2.4893 1.4779 0.1763
C -2.4769 -0.8916 0.6425
C -1.1425 1.4515 -0.1616
C -1.1345 -0.9235 0.3105
C -0.4964 0.2410 -0.0737
C 1.9501 0.4897 0.7611
C -0.2258 -2.1150 0.2649
C 1.0808 -0.1058 -0.3706
C 1.5395 0.2568 -1.7688
N 2.0729 1.8071 0.8248
N 1.1158 -1.5769 -0.1090
O 2.4690 -0.3031 1.5302
H -4.1866 0.3690 0.8431
H -3.0294 2.4097 0.1249
H -2.9919 -1.7912 0.9382
H -0.6426 2.3470 -0.4911
H -0.1735 -2.6251 1.2288
H -0.5688 -2.8345 -0.4825
H 2.6256 0.2109 -1.8464
H 1.2185 1.2614 -2.0301
H 1.0995 -0.4209 -2.4997
H 1.5925 2.4279 0.1962
H 2.6227 2.2028 1.5735
H 1.7865 -1.6011 0.7275
H 1.5271 -2.0888 -0.8898
*
```

SMILES: C[C@]1(C(N)=O)[NH2+]Cc2ccccc21
HOMO energy: -13.1051 eV
Kohn-Sham gap: 10.4 eV

Mulliken atomic charge list, values in e, 8 entries: atom 1 (C): -0.55, atom 2 (C): -0.74, atom 3 (C): -0.78, atom 4 (C): -0.61, atom 5 (C): 0.21, atom 6 (C): 0.75, atom 7 (C): 0.48, atom 8 (C): -0.80

=====

No. 4
A gas-phase ion, C10H13N2O (charge +1). Source: the Open Molecules 2025 dataset; level of theory: ωB97M-V/def2-TZVPD.

The geometry in ORCA input format:
```
! RIJCOSX wB97M-V def2-TZVPD def2/J DEFGRID3
* xyz 1 1
C 2.0070 -2.3676 -3.0382
C 2.6799 -1.5944 -2.1127
C 0.6021 -2.3179 -3.0850
C 2.0262 -0.7083 -1.2691
C -0.0855 -1.3986 -2.2570
C 0.6168 -0.6224 -1.3457
C -0.3844 1.7584 0.7791
C 0.1715 -0.0862 1.9486
C -1.2400 0.4068 2.4973
C -2.3322 2.6191 1.9767
N 0.3012 0.6175 0.7052
N -1.2513 1.6965 1.7240
O -0.1895 0.0437 -0.5003
H 2.4389 -3.0707 -3.6477
H 3.7676 -1.3679 -2.1047
H 0.0380 -2.8965 -3.8488
H 2.5413 -0.1007 -0.5091
H -1.1639 -1.3134 -2.2295
H -0.5266 2.4575 0.0757
H 0.8931 0.3558 2.6487
H 0.2304 -1.1768 1.9753
H -2.2731 -0.0778 2.2305
H -1.2915 0.4599 3.4889
H -1.9734 3.5219 1.3953
H -3.2665 2.1926 1.5307
H -2.3362 2.9696 2.9720
*
```

SMILES: C[N+]1=CN(Oc2ccccc2)CC1
HOMO energy: -11.8434 eV
Kohn-Sham gap: 7.5 eV

Mulliken atomic charge list, values in e, 8 entries: atom 1 (C): -0.59, atom 2 (C): -0.46, atom 3 (C): -0.38, atom 4 (C): -0.25, atom 5 (C): -0.42, atom 6 (C): 0.55, atom 7 (C): -0.09, atom 8 (C): -0.54

=====

No. 5
2 unconnected molecules or ions with the total composition C10H13N2OS. Source: the Open Molecules 2025 dataset; level of theory: ωB97M-V/def2-TZVPD.

The geometry in ORCA input format:
```
! RIJCOSX wB97M-V def2-TZVPD def2/J DEFGRID3
* xyz 1 1
C -2.2697 -2.0635 -0.0780
C -3.0020 -0.9742 0.4179
C -0.8613 -1.9904 0.0123
C -2.4501 0.2192 0.7991
C -0.2589 -0.7703 0.3868
C -1.0679 0.2961 0.8060
C -0.2340 1.0543 -2.3386
C 0.6099 0.8444 2.1680
C 1.2143 -0.6109 0.3974
C 2.1485 -1.4661 -0.3758
N -0.4848 1.5395 -3.5418
N 1.6014 0.1775 1.3104
O -0.4310 1.3713 1.3957
S 1.1381 1.2699 -1.4659
H -2.8596 -2.9239 -0.2983
H -4.0437 -1.0384 0.5612
H -0.3112 -2.9388 0.0972
H -3.1367 1.1205 0.8626
H -1.0579 0.4992 -1.8681
H 0.2101 0.1233 2.8301
H 1.0944 1.6049 2.8081
H 1.8285 -1.5291 -1.3332
H 2.3585 -2.4901 -0.0238
H 3.1395 -0.9953 -0.4673
H -1.3767 1.3173 -3.9767
H 0.0972 2.0994 -4.0348
H 2.6272 0.4563 1.2328
*
```

HOMO energy: -11.9732 eV
Kohn-Sham gap: 8.0 eV

Mulliken atomic charge list, values in e, 8 entries: atom 1 (C): -0.87, atom 2 (C): -0.37, atom 3 (C): -0.66, atom 4 (C): -0.57, atom 5 (C): 1.00, atom 6 (C): 0.63, atom 7 (C): 0.38, atom 8 (C): -0.51

=====

No. 6
A gas-phase ion, C10H13N2S (charge +1). Source: the Open Molecules 2025 dataset; level of theory: ωB97M-V/def2-TZVPD.

The geometry in ORCA input format:
```
! RIJCOSX wB97M-V def2-TZVPD def2/J DEFGRID3
* xyz 1 1
C 0.8527 1.3717 2.8959
C 0.8202 0.0270 3.1371
C 1.0781 1.7208 1.5706
C 0.8119 -1.0049 2.1792
C 1.1570 0.7677 0.5552
C 1.0934 -0.5757 0.8479
C -1.0316 -1.1295 -1.5095
C 1.2633 -1.7019 -0.0650
C -0.6751 1.1516 -2.2700
C -1.2278 2.2539 -2.6681
N -1.5176 0.0389 -1.8265
N -1.7540 -2.0451 -0.8658
S 0.7422 -1.6539 -1.8804
H 0.6522 2.2269 3.6763
H 0.7936 -0.2515 4.2136
H 1.1882 2.7529 1.2553
H 0.7101 -2.0617 2.4573
H 1.1662 1.1270 -0.4023
H 2.3197 -1.7662 -0.3285
H 0.4262 0.8616 -2.1845
H -0.6398 3.0223 -3.1381
H -2.2738 2.3048 -2.6519
H 0.8995 -2.7157 0.2227
H -2.4827 0.2413 -1.8177
H -2.7929 -1.9179 -0.5790
H -1.5792 -3.0444 -0.8239
*
```

HOMO energy: -12.3781 eV
Kohn-Sham gap: 8.8 eV

Mulliken atomic charge list, values in e, 8 entries: atom 1 (C): -0.49, atom 2 (C): -0.31, atom 3 (C): -0.59, atom 4 (C): -0.76, atom 5 (C): -0.27, atom 6 (C): 1.03, atom 7 (C): 0.52, atom 8 (C): -0.97

=====

No. 7
A gas-phase ion, C10H13N3 (charge +2). Source: the Open Molecules 2025 dataset; level of theory: ωB97M-V/def2-TZVPD.

The geometry in ORCA input format:
```
! RIJCOSX wB97M-V def2-TZVPD def2/J DEFGRID3
* xyz 2 1
C -1.0495 -2.3164 2.5470
C 0.0130 -1.6827 3.1722
C -1.3139 -2.0295 1.1871
C 0.8474 -0.7871 2.5068
C -0.4792 -1.0916 0.5621
C 0.5274 -0.4067 1.2166
C -0.5404 -0.6201 -0.8298
C 1.1549 0.5957 0.2904
C -0.7178 1.9863 -2.4405
C 0.7489 1.6716 -1.9780
N 0.5804 0.6633 -0.8930
N -1.0964 -1.0977 -1.9041
N 2.0983 1.4541 0.6299
H -1.7946 -2.9254 2.9792
H 0.1700 -1.8348 4.1779
H -2.2345 -2.4875 0.8620
H 1.3891 -0.0601 3.0333
H -1.4428 1.2318 -2.2392
H -0.9462 2.9623 -2.0737
H -0.6578 2.1310 -3.5016
H 1.3634 1.2630 -2.8337
H 1.1582 2.6361 -1.5433
H -1.7307 -1.8541 -1.6796
H -1.1829 -0.7333 -2.8026
H 2.4927 1.2383 1.5314
H 2.6429 2.0934 0.0232
*
```

HOMO energy: -17.7236 eV
Kohn-Sham gap: 8.3 eV

Mulliken atomic charge list, values in e, 8 entries: atom 1 (C): -0.69, atom 2 (C): -0.62, atom 3 (C): -0.47, atom 4 (C): -0.50, atom 5 (C): 0.65, atom 6 (C): 0.24, atom 7 (C): 0.44, atom 8 (C): 0.62

=====

No. 8
A single C10H13N3OS molecule. Source: the Open Molecules 2025 dataset; level of theory: ωB97M-V/def2-TZVPD.

The geometry in ORCA input format:
```
! RIJCOSX wB97M-V def2-TZVPD def2/J DEFGRID3
* xyz 0 1
O -0.0704 2.3130 -0.0734
N 0.7494 -1.4434 0.7286
S -0.7153 -2.3176 -1.6119
C 0.0539 1.1126 0.2482
C 1.0662 -0.5181 1.5965
C -0.0685 -1.1538 -0.4038
C -0.4376 0.0781 -0.6825
C -1.6291 -1.0227 -2.3367
C -1.3764 0.1892 -1.6686
N 0.7799 1.8420 2.4907
N 0.5912 0.7504 1.5228
C -2.5514 -1.3527 -3.5372
C -2.0666 1.4121 -2.0068
C 3.3846 -0.4388 2.5326
C 1.9443 -1.0476 2.6638
H 1.0290 2.6432 1.9236
H -0.1073 2.1209 2.9436
H -1.9951 -1.3486 -4.5197
H -3.4964 -0.6919 -3.5025
H -3.0118 -2.3654 -3.4337
H -2.8180 1.7385 -1.3252
H -1.4294 2.3386 -2.1182
H -2.6584 1.2716 -2.9876
H 4.0212 -0.7570 3.2856
H 3.8715 -0.9018 1.6496
H 3.3477 0.6513 2.3386
H 1.5621 -0.9144 3.6745
H 2.0308 -2.1876 2.6089
*
```

SMILES: CCc1nc2sc(C)c(C)c2c(=O)n1N
HOMO energy: -7.9569 eV
Kohn-Sham gap: 8.7 eV

Mulliken atomic charge list, values in e, 8 entries: atom 1 (O): -0.68, atom 2 (N): -0.51, atom 3 (S): -0.28, atom 4 (C): 0.30, atom 5 (C): 0.68, atom 6 (C): 0.15, atom 7 (C): 0.71, atom 8 (C): 0.68

=====

No. 9
A single C10H13N5S molecule. Source: the Open Molecules 2025 dataset; level of theory: ωB97M-V/def2-TZVPD.

The geometry in ORCA input format:
```
! RIJCOSX wB97M-V def2-TZVPD def2/J DEFGRID3
* xyz 0 1
N 2.1095 -2.2095 2.3812
S -0.1366 -2.6230 -1.2270
C 1.5961 -1.6807 1.5062
N -0.6645 -0.1068 1.9879
N -0.5182 0.6758 -0.2239
C 1.0173 -1.5180 -0.8764
C -0.0310 -0.0558 0.7851
C -1.7922 0.4191 2.1601
C -1.7343 1.2940 -0.0863
C -2.4047 1.1148 1.1292
N 1.0218 -1.0174 0.4865
N 2.0961 -1.1446 -1.6940
C -2.3698 0.2921 3.4367
C -2.0980 2.4479 -0.9529
C 3.1968 -0.3042 -1.1605
C 2.0049 -1.3815 -3.1169
H -3.3858 1.5491 1.2798
H -1.6529 0.0054 4.1860
H -3.1397 -0.5432 3.4524
H -2.7045 1.2226 3.8235
H -3.0982 2.0918 -1.3867
H -2.1354 3.3037 -0.2749
H -1.4488 2.5892 -1.8184
H 3.8111 -0.1947 -2.0702
H 2.7335 0.6330 -0.8631
H 3.6853 -0.6731 -0.3933
H 2.9281 -0.9913 -3.6670
H 1.8818 -2.4390 -3.3465
H 1.2327 -0.7556 -3.4565
*
```

SMILES: Cc1cc(C)nc(N(C#N)C(=S)N(C)C)n1
HOMO energy: -8.5869 eV
Kohn-Sham gap: 8.8 eV

Mulliken atomic charge list, values in e, 8 entries: atom 1 (N): -0.58, atom 2 (S): -0.26, atom 3 (C): 0.56, atom 4 (N): -0.44, atom 5 (N): -0.38, atom 6 (C): -0.13, atom 7 (C): 0.21, atom 8 (C): 0.81

=====

No. 10
2 unconnected molecules or ions with the total composition C10H13NO. Source: the Open Molecules 2025 dataset; level of theory: ωB97M-V/def2-TZVPD.

The geometry in ORCA input format:
```
! RIJCOSX wB97M-V def2-TZVPD def2/J DEFGRID3
* xyz 0 1
C 2.9065 0.6821 -1.7789
C 0.3110 0.7856 -2.0542
C -0.3729 -0.6018 -0.3257
C 1.5094 0.3944 -1.4633
C 1.0727 -0.4880 -0.4251
C -0.9892 -1.3542 0.6040
C -0.2655 -2.1667 1.5200
C 1.7775 -1.1207 0.5237
C 1.1534 -1.9276 1.5237
N -0.7483 0.1892 -1.4296
H -1.7012 0.2290 -1.6304
H 0.3324 1.4245 -2.8551
H -2.1461 -1.5368 0.5281
H 3.1568 1.8777 -1.6702
H 2.9173 0.6989 -2.9291
H -0.6590 -3.0387 2.2657
H 2.9169 -0.7696 0.6551
H 1.8261 -2.5011 2.1620
H 3.5672 0.0591 -1.4489
C -2.9375 1.1980 1.5072
O -2.3417 2.5494 1.3337
H -1.8927 2.6503 0.5817
H -2.8537 1.0045 2.6770
H -2.5746 0.5498 0.7271
H -3.9648 1.2127 1.4015
*
```

SMILES: Cc1c[nH]c2ccccc12.CO
HOMO energy: -7.7552 eV
Kohn-Sham gap: 8.5 eV

Mulliken atomic charge list, values in e, 8 entries: atom 1 (C): -1.48, atom 2 (C): -0.85, atom 3 (C): -0.33, atom 4 (C): 0.63, atom 5 (C): 1.14, atom 6 (C): -0.22, atom 7 (C): -0.73, atom 8 (C): -0.36

=====

No. 11
2 unconnected molecules or ions with the total composition C10H13NO. Source: the Open Molecules 2025 dataset; level of theory: ωB97M-V/def2-TZVPD.

The geometry in ORCA input format:
```
! RIJCOSX wB97M-V def2-TZVPD def2/J DEFGRID3
* xyz 0 1
C -2.9307 2.3652 0.0938
C -1.5329 1.0057 -1.5278
C 0.1242 0.2607 -0.1644
C -1.7891 1.5458 -0.3188
C -0.7529 1.0380 0.5820
C 1.3023 -0.2307 0.4850
C 1.3585 -0.1804 1.8725
C -0.7241 1.1031 1.9980
C 0.4028 0.6029 2.6006
N -0.3170 0.2638 -1.4513
H -0.0824 -0.4434 -2.0832
H -1.9733 1.1115 -2.4776
H 1.8523 -1.0092 -0.1095
H -3.7426 2.3764 -0.6155
H -2.7894 3.4698 0.1255
H 2.0710 -0.6175 2.4796
H -1.5072 1.5561 2.5204
H 0.4328 0.6360 3.6852
H -3.2744 2.0871 1.1053
C 1.4053 -3.2268 -1.4995
O 2.8726 -2.9317 -1.6633
H 3.3536 -3.3503 -0.9441
H 0.9794 -2.4351 -0.9177
H 1.5175 -4.2855 -1.3196
H 1.2340 -2.9408 -2.6313
*
```

SMILES: Cc1c[nH]c2ccccc12.CO
HOMO energy: -8.0382 eV
Kohn-Sham gap: 8.9 eV

Mulliken atomic charge list, values in e, 8 entries: atom 1 (C): -1.29, atom 2 (C): -0.84, atom 3 (C): -0.23, atom 4 (C): 0.72, atom 5 (C): 0.85, atom 6 (C): -0.47, atom 7 (C): -0.55, atom 8 (C): -0.58

=====

No. 12
A single C10H13NO2 molecule. Source: the Open Molecules 2025 dataset; level of theory: ωB97M-V/def2-TZVPD.

The geometry in ORCA input format:
```
! RIJCOSX wB97M-V def2-TZVPD def2/J DEFGRID3
* xyz 0 1
C -0.8443 -2.1335 -1.5516
C -1.1741 -1.5875 -0.2097
C -0.3894 -2.2368 0.9864
C 0.8650 -1.3587 1.0813
C 0.4431 0.0219 0.6248
C -0.7227 -0.1103 -0.1682
C -1.2434 0.9852 -0.8798
C -0.7161 2.2322 -0.6922
C 0.4054 2.4218 0.1113
C 1.0467 1.3103 0.7417
H -0.5655 -4.0830 -2.4658
H -0.4112 -4.1722 -0.8986
H -1.3426 -1.6592 -2.3706
H 0.1994 -1.7595 -1.7826
H -2.2074 -1.6520 0.0749
H -0.2649 -3.3339 0.8736
H -0.9696 -2.0702 1.9740
H 1.6488 -1.7193 0.3611
H 1.3644 -1.3758 2.1068
H -2.0884 0.8204 -1.5953
H -1.2211 3.0639 -1.1356
H 0.0633 4.3566 0.0901
H 2.6113 0.5579 1.5026
N -1.0257 -3.6465 -1.6009
O 0.7871 3.6809 0.3897
O 2.2558 1.4795 1.3863
*
```

SMILES: NC[C@H]1CCc2c1ccc(O)c2O
HOMO energy: -7.9787 eV
Kohn-Sham gap: 8.7 eV

Mulliken atomic charge list, values in e, 8 entries: atom 1 (C): -0.76, atom 2 (C): 0.24, atom 3 (C): -0.93, atom 4 (C): -0.82, atom 5 (C): 0.78, atom 6 (C): -0.26, atom 7 (C): -0.96, atom 8 (C): -0.65

=====

Energy relative to the best compared isomer or geometry (same formula, charge and spin) for the records above, in order: 0.0, 570.1, 0.0, 494.0, 156.2, 68.7, 22.5, 137.8, 121.6, 327.5, 177.0, 172.5 kJ/mol